Below is 8 unconnected molecules or ions with the total composition C45H73BClF5N2O11 at a distorted geometry, with properties calculated with the ωB97M-V functional and the def2-TZVPD basis.

```
138
Properties=species:S:1:pos:R:3
C 7.8483 -2.7450 1.8769
B 6.6484 -2.7023 0.8696
O 6.7965 -3.2247 -0.3812
C 5.2718 -2.0822 1.3856
C 5.0615 -0.6960 1.4987
C 3.8984 -0.1298 2.0372
C 3.7543 1.3612 2.1955
C 3.3497 2.1475 0.9359
C 1.8664 2.1607 0.6320
N 1.2112 0.9081 0.5158
O 1.2618 3.1980 0.5443
C 2.9230 -1.0334 2.4387
C 3.0706 -2.4110 2.3144
C 4.2450 -2.9447 1.7982
Cl 4.4761 -4.6523 1.6533
C 1.8214 -3.0540 2.8176
O 1.5677 -4.2207 2.8848
N 0.9500 -2.0158 3.2185
C -0.4358 -2.0611 2.7201
C -0.4900 -2.3681 1.2296
C -1.9358 -2.2644 0.7173
C -2.0927 -2.8645 -0.6571
F -3.1205 -2.2905 -1.3256
F -0.9798 -2.6268 -1.4133
C -2.3042 -4.4173 -0.6824
F -2.7970 -4.8594 0.4786
F -1.1495 -5.0471 -0.9052
F -3.1572 -4.7567 -1.6480
C 1.6119 -0.7751 3.0601
O 1.1453 0.2658 3.4235
H 7.6635 -3.5070 2.6394
H 8.7847 -2.9936 1.3808
H 7.9571 -1.7958 2.4032
H 6.3694 -2.6779 -1.0597
H 5.8576 -0.0296 1.1811
H 4.7215 1.7447 2.5187
H 3.0186 1.5698 2.9670
H 3.5779 3.1958 1.1208
H 3.9289 1.8517 0.0581
H 0.2165 1.0828 0.6523
H 1.3521 0.5345 -0.4172
H -1.0458 -2.7465 3.3046
H -0.8427 -1.0635 2.8912
H 0.1384 -1.6475 0.7034
H -0.1051 -3.3699 1.0318
H -2.2311 -1.2166 0.6975
H -2.5548 -2.7973 1.4348
C 2.2096 -2.0573 -2.4417
C 2.3623 -3.5151 -2.0086
C 3.8749 -3.6745 -1.9908
O 4.4002 -2.3858 -1.6359
C 3.3782 -1.3993 -1.7149
H 1.2441 -1.6261 -2.1774
H 2.3349 -1.9672 -3.5228
H 1.9478 -3.6539 -1.0062
H 1.8754 -4.2233 -2.6765
H 4.2686 -3.9521 -2.9680
H 4.2188 -4.4079 -1.2606
H 3.0957 -1.1096 -0.6963
H 3.7691 -0.5191 -2.2318
C 7.6572 -6.6734 -3.5502
C 7.6222 -6.1501 -4.9856
C 6.4527 -5.1770 -4.9260
O 6.4297 -4.6578 -3.5927
C 7.2970 -5.4256 -2.7533
H 8.6183 -7.0942 -3.2581
H 6.8922 -7.4413 -3.4154
H 8.5491 -5.6188 -5.2143
H 7.4814 -6.9279 -5.7345
H 5.5062 -5.6893 -5.1214
H 6.5524 -4.3488 -5.6298
H 8.1842 -4.8282 -2.5210
H 6.7822 -5.6453 -1.8179
C -3.1746 3.2999 1.7320
C -1.8906 3.4024 2.5498
C -1.6855 1.9610 2.9918
O -2.2349 1.1371 1.9450
C -3.0032 1.9536 1.0492
H -3.3075 4.1121 1.0187
H -4.0413 3.2804 2.3969
H -1.0632 3.7177 1.9088
H -1.9648 4.0967 3.3840
H -2.2273 1.7476 3.9204
H -0.6424 1.7010 3.1359
H -2.4478 2.0600 0.1107
H -3.9515 1.4579 0.8356
C -5.0904 7.5335 4.7992
C -5.7146 6.2319 5.2982
C -4.9298 5.1960 4.5095
O -3.6260 5.7493 4.2994
C -3.6281 7.1354 4.6433
H -5.2274 8.3757 5.4762
H -5.5144 7.8024 3.8285
H -5.5262 6.1150 6.3689
H -6.7856 6.1630 5.1264
H -5.3943 5.0105 3.5348
H -4.8302 4.2434 5.0322
H -3.0800 7.2672 5.5829
H -3.1113 7.6941 3.8618
C 1.2495 -6.4412 -6.7779
C 1.3899 -7.9004 -6.3477
C 2.9025 -8.0810 -6.3633
O 3.4599 -6.8080 -6.0311
C 2.4468 -5.8022 -6.0869
H 0.3044 -5.9859 -6.4867
H 1.3491 -6.3580 -7.8622
H 1.0033 -8.0313 -5.3349
H 0.8762 -8.6032 -7.0015
H 3.2577 -8.3725 -7.3576
H 3.2519 -8.8200 -5.6416
H 2.1973 -5.4966 -5.0643
H 2.8374 -4.9347 -6.6203
C -10.6625 6.9703 3.2014
C -10.9662 5.5187 3.5682
C -9.5739 4.9018 3.5579
O -8.6731 5.9404 3.9522
C -9.3460 7.2020 3.9307
H -11.4382 7.6719 3.5032
H -10.5193 7.0626 2.1228
H -11.3964 5.4669 4.5705
H -11.6489 5.0247 2.8791
H -9.2981 4.5596 2.5551
H -9.4718 4.0643 4.2486
H -9.5165 7.5277 4.9626
H -8.7072 7.9361 3.4383
C -2.4485 6.7125 -2.2420
C -1.6284 5.8086 -3.1607
C -1.8405 4.4451 -2.5160
O -3.1459 4.4774 -1.9321
C -3.6363 5.8178 -1.9120
H -2.7466 7.6539 -2.7011
H -1.8817 6.9382 -1.3363
H -2.0460 5.8212 -4.1700
H -0.5768 6.0834 -3.2235
H -1.1044 4.2602 -1.7262
H -1.7941 3.6223 -3.2307
H -4.4279 5.9150 -2.6634
H -4.0658 6.0242 -0.9303
```

HOMO level in eV: -9.1
M in g/mol: 959.34
DFT total energy in a.u.: -3680.0557
Orbital gap in eV: 8.86
SMILES: CB(O)c1cc(CCC(N)=O)c2c(c1Cl)C(=O)N(CCCC(F)(F)C(F)(F)F)C2=O.C1CCOC1.C1CCOC1.C1CCOC1.C1CCOC1.C1CCOC1.C1CCOC1.C1CCOC1
F_max in eV/Å: 1.11